Density functional theory data (ωB97M-V with the def2-TZVPD basis set) for 5 unconnected molecules or ions with the total composition C2H15N2O5 in a non-equilibrium geometry.

Structure (ORCA input):
```
! wB97M-V def2-TZVPD RIJCOSX def2/J DEFGRID3
* xyz 1 1
N -0.515 -0.053 0.192
C -0.148 -1.063 -0.789
C 1.321 -0.831 -1.186
N 1.736 -1.249 -2.383
O 2.037 -0.348 -0.331
H -1.410 -0.269 0.651
H 0.210 -0.085 0.926
H -0.688 0.881 -0.179
H -0.870 -1.221 -1.584
H -0.039 -1.971 -0.214
H 1.122 -1.457 -3.151
H 2.715 -1.415 -2.548
H 0.552 2.729 -1.985
H -1.009 2.762 -1.907
O -0.216 2.353 -1.548
H 1.934 -0.415 2.692
H 0.589 -0.715 3.379
O 0.981 -0.306 2.600
H 0.976 3.073 1.629
H -0.471 2.993 1.139
O 0.253 2.453 1.481
H -3.633 -1.791 0.589
H -2.731 -2.169 1.725
O -2.696 -1.887 0.801
*
```

The HOMO-LUMO gap comes out at 10.9 eV. For the relative energy (zero: lowest compared OMol25 entry of this formula, charge and spin), the calculation gives 0.000 eV.

Density functional theory data (ωB97M-V with the def2-TZVPD basis set) for 5 unconnected molecules or ions with the total composition C2H15NO4 in a non-equilibrium geometry.

Structure (ORCA input):
```
! wB97M-V def2-TZVPD RIJCOSX def2/J DEFGRID3
* xyz 0 1
C 0.228 0.947 -2.618
N -0.121 1.103 -1.133
C -1.454 0.504 -0.788
H 0.373 -0.127 -2.752
H -0.707 1.267 -3.126
H 1.128 1.370 -3.157
H -0.041 2.113 -0.958
H -2.200 0.601 -1.648
H -1.768 0.960 0.208
H -1.403 -0.639 -0.631
O 0.807 0.119 1.427
H 0.005 -0.342 1.252
H 0.831 0.713 0.667
O 2.461 -2.581 2.607
H 1.804 -1.862 2.503
H 2.259 -3.177 1.846
O 0.134 -2.642 -0.521
H 0.867 -2.572 -1.126
H -0.203 -3.426 -0.951
O -1.293 2.474 2.821
H -0.571 2.633 2.208
H -1.135 2.567 3.869
*
```

The HOMO-LUMO gap comes out at 9.8 eV. For the relative energy (zero: lowest compared OMol25 entry of this formula, charge and spin), the calculation gives 2.318 eV.

Density functional theory data (ωB97M-V with the def2-TZVPD basis set) for 5 unconnected molecules or ions with the total composition C2H15NO4 in a non-equilibrium geometry.

Structure (ORCA input):
```
! wB97M-V def2-TZVPD RIJCOSX def2/J DEFGRID3
* xyz 0 1
C 3.457 -0.436 -0.441
N 3.246 -1.798 0.092
C 4.453 -2.555 0.198
H 4.523 -0.176 -0.528
H 3.090 0.327 0.222
H 3.011 -0.472 -1.443
H 2.822 -1.743 1.007
H 5.202 -2.109 0.911
H 4.318 -3.512 0.727
H 5.001 -2.664 -0.734
O -2.822 2.438 1.244
H -2.290 2.082 0.492
H -2.459 3.339 1.224
O -5.615 1.290 -1.497
H -5.503 2.235 -1.405
H -4.743 0.915 -1.678
O -1.496 0.989 -0.663
H -1.729 0.663 -1.514
H -1.335 0.290 -0.012
O -0.070 -0.622 0.933
H -0.080 -1.464 1.402
H -0.026 0.025 1.663
*
```

The HOMO-LUMO gap comes out at 9.1 eV. For the relative energy (zero: lowest compared OMol25 entry of this formula, charge and spin), the calculation gives 1.579 eV.

Density functional theory data (ωB97M-V with the def2-TZVPD basis set) for 6 unconnected molecules or ions with the total composition C2H15O5S in a non-equilibrium geometry.

Structure (ORCA input):
```
! wB97M-V def2-TZVPD RIJCOSX def2/J DEFGRID3
* xyz -1 1
C -0.214 -2.815 -1.119
C -1.270 -1.685 -1.594
S -1.038 -0.039 -0.910
H -0.626 -3.237 -0.238
H 0.705 -2.551 -0.855
H -0.041 -3.672 -1.784
H -2.262 -1.970 -1.211
H -1.439 -1.677 -2.719
H -1.155 -1.476 1.733
H -2.497 -0.538 1.553
O -1.912 -0.882 2.228
H -0.816 0.932 2.933
H 0.568 0.893 3.716
O -0.153 1.341 3.482
H 2.437 1.272 1.846
H 2.291 -0.257 1.781
O 2.694 0.461 2.260
H 0.448 2.037 -3.520
H 1.386 0.821 -3.157
O 1.361 1.800 -3.348
H 0.101 3.368 0.144
H 0.627 3.938 -1.073
O 0.805 3.935 -0.147
*
```

The HOMO-LUMO gap comes out at 6.7 eV. For the relative energy (zero: lowest compared OMol25 entry of this formula, charge and spin), the calculation gives 2.301 eV.

Density functional theory data (ωB97M-V with the def2-TZVPD basis set) for 6 unconnected molecules or ions with the total composition C2H15O6 in a non-equilibrium geometry.

Structure (ORCA input):
```
! wB97M-V def2-TZVPD RIJCOSX def2/J DEFGRID3
* xyz -1 1
C -2.056 0.935 0.640
O -0.753 0.453 0.783
C -2.216 2.422 0.875
H -2.478 0.717 -0.349
H -2.669 0.349 1.343
H -1.757 2.958 0.033
H -3.259 2.711 0.947
H -1.630 2.736 1.735
H -0.201 0.838 0.029
H 1.057 1.587 -1.542
O 0.559 0.801 -1.309
H -0.685 0.744 -2.584
H -1.871 -0.184 -2.464
O -1.594 0.601 -2.949
H -0.200 -1.297 1.497
H 0.776 -2.124 0.706
O 0.400 -2.059 1.604
H 3.159 -0.626 0.861
H 2.558 -1.319 2.053
O 3.415 -1.041 1.693
H 1.183 -0.863 -1.276
H 2.173 -1.820 -1.822
O 1.632 -1.710 -1.032
*
```

The HOMO-LUMO gap comes out at 9.2 eV. For the relative energy (zero: lowest compared OMol25 entry of this formula, charge and spin), the calculation gives 0.257 eV.

Density functional theory data (ωB97M-V with the def2-TZVPD basis set) for 6 unconnected molecules or ions with the total composition C2H16N2O4 in a non-equilibrium geometry.

Structure (ORCA input):
```
! wB97M-V def2-TZVPD RIJCOSX def2/J DEFGRID3
* xyz 0 1
C -1.239 0.453 1.346
C 0.110 0.225 1.993
N 1.007 1.322 1.648
N -1.005 0.335 -2.630
H -1.927 -0.342 1.615
H -1.666 1.431 1.613
H -0.049 0.161 3.099
H 0.496 -0.739 1.639
H 1.979 1.063 1.769
H 0.846 1.588 0.664
H -1.126 0.459 0.249
H -0.832 0.508 -3.646
H -1.757 -0.331 -2.535
H 1.265 -1.143 -0.189
O 1.524 -0.336 -0.774
H -0.040 -2.203 -0.056
H -0.602 -1.411 -1.424
O -0.812 -2.005 -0.702
H 0.958 0.460 -1.024
H 1.622 -3.004 0.886
O 1.043 -2.238 0.931
H -0.438 1.029 -2.034
H 0.498 2.731 -1.475
O 0.143 1.985 -0.963
*
```

The HOMO-LUMO gap comes out at 3.5 eV. For the relative energy (zero: lowest compared OMol25 entry of this formula, charge and spin), the calculation gives 9.934 eV.

Density functional theory data (ωB97M-V with the def2-TZVPD basis set) for a molecular structure, C2H16N4O6Zn in a non-equilibrium geometry.

Structure (ORCA input):
```
! wB97M-V def2-TZVPD RIJCOSX def2/J DEFGRID3
* xyz 2 1
Zn -0.188 -0.814 0.906
O -0.730 -0.257 2.698
H -1.204 0.447 3.141
H -0.304 -0.741 3.405
O 1.618 -1.335 1.828
H 1.979 -1.152 2.695
H 2.354 -1.695 1.333
O -0.791 -2.755 1.284
H -1.582 -2.820 1.820
H -0.294 -3.545 1.493
O -1.983 -0.461 -0.013
H -2.557 -1.227 -0.039
H -2.485 0.230 -0.446
C 0.658 -0.782 -2.105
O 0.542 -1.025 -0.898
N -0.344 -0.583 -2.879
N 1.790 -0.671 -2.746
H -0.166 -0.671 -3.869
H -1.151 -0.944 -2.391
H 1.916 -0.187 -3.624
H 2.588 -0.805 -2.142
C 0.151 2.262 0.352
O 0.202 1.145 0.907
N 0.215 2.431 -0.994
N -0.096 3.398 0.933
H 0.292 1.577 -1.529
H 0.034 3.290 -1.493
H -0.308 4.250 0.434
H -0.159 3.439 1.940
*
```

The HOMO-LUMO gap comes out at 10.5 eV. For the relative energy (zero: lowest compared OMol25 entry of this formula, charge and spin), the calculation gives 1.167 eV.

Density functional theory data (ωB97M-V with the def2-TZVPD basis set) for 5 unconnected molecules or ions with the total composition C2H16NO4S in a non-equilibrium geometry.

Structure (ORCA input):
```
! wB97M-V def2-TZVPD RIJCOSX def2/J DEFGRID3
* xyz 1 1
C -0.221 -0.109 -0.743
C -0.999 -1.330 -0.238
S -1.574 -2.457 -1.680
N 0.395 0.688 0.393
H -0.761 0.505 -1.402
H 0.455 -0.257 -1.556
H -1.983 -0.955 0.069
H -0.659 -1.997 0.470
H -0.566 -3.118 -2.022
H -0.099 1.655 0.666
H 1.304 0.953 0.035
H 0.593 0.256 1.341
H 4.246 -1.187 0.632
H 3.065 -2.125 0.768
O 3.284 -1.211 0.877
H 1.828 3.186 -1.870
H 2.597 2.116 -2.329
O 1.680 2.247 -2.081
H -0.174 -0.532 3.427
H -1.662 -0.532 4.119
O -0.840 -0.088 3.890
H -2.029 3.820 0.437
H -0.577 4.232 0.196
O -1.105 3.690 0.694
*
```

The HOMO-LUMO gap comes out at 9.5 eV. For the relative energy (zero: lowest compared OMol25 entry of this formula, charge and spin), the calculation gives 1.862 eV.

Density functional theory data (ωB97M-V with the def2-TZVPD basis set) for 6 unconnected molecules or ions with the total composition C2H16NO5 in a non-equilibrium geometry.

Structure (ORCA input):
```
! wB97M-V def2-TZVPD RIJCOSX def2/J DEFGRID3
* xyz 1 1
C 2.380 -1.460 -1.224
C 0.154 -2.235 -0.638
N 1.071 -1.363 -0.480
H 2.554 -0.397 -1.503
H 3.056 -1.628 -0.382
H 2.141 -1.997 -2.128
H 0.147 -2.904 -1.510
H -0.642 -2.254 0.089
H 0.852 -0.584 0.162
H -0.380 -0.079 2.221
H 0.984 -0.355 2.832
O 0.561 -0.242 1.956
H -0.724 2.415 -0.427
H -1.857 2.839 -1.399
O -1.654 2.238 -0.643
H -2.072 0.893 1.135
H -2.122 1.393 2.502
O -1.942 0.561 2.045
H 1.465 2.843 0.643
H 0.992 1.464 1.082
O 1.118 2.017 0.278
H -2.507 -1.038 -1.724
H -1.864 0.413 -1.364
O -1.711 -0.539 -1.522
*
```

The HOMO-LUMO gap comes out at 11.2 eV. For the relative energy (zero: lowest compared OMol25 entry of this formula, charge and spin), the calculation gives 0.796 eV.

Density functional theory data (ωB97M-V with the def2-TZVPD basis set) for 5 unconnected molecules or ions with the total composition C2H16NO5 in a non-equilibrium geometry.

Structure (ORCA input):
```
! wB97M-V def2-TZVPD RIJCOSX def2/J DEFGRID3
* xyz 1 1
C -0.636 1.785 1.307
O -1.701 0.917 1.134
C 0.320 1.582 0.089
N 0.787 0.095 0.015
H -0.189 1.453 2.267
H -0.974 2.829 1.407
H -2.049 0.685 0.260
H -0.246 1.692 -0.886
H 1.200 2.260 0.111
H -0.109 -0.605 -0.107
H 1.436 -0.117 0.909
H 1.358 -0.109 -0.932
H 3.901 -0.067 2.398
H 2.829 -0.129 3.533
O 2.941 -0.284 2.565
H 0.263 -3.987 0.053
H -0.579 -3.198 -0.950
O -0.021 -3.068 -0.168
H -3.702 1.104 -1.365
H -3.238 -0.318 -1.416
O -2.875 0.570 -1.243
H 1.219 -1.154 -3.131
H -0.375 -0.997 -3.196
O 0.439 -0.938 -2.655
*
```

The HOMO-LUMO gap comes out at 10.6 eV. For the relative energy (zero: lowest compared OMol25 entry of this formula, charge and spin), the calculation gives 1.092 eV.

Which value of relative energy (zero: lowest compared OMol25 entry of this formula, charge and spin) does entry 3 give? 1.579 eV

The highest relative energy (zero: lowest compared OMol25 entry of this formula, charge and spin) belongs to which entry? C2H16N2O4